The following is a DFT calculation (ωB97M-V with the def2-TZVPD basis set) of a cluster of 2 separate species, C6H12O in total.

Calculated values
HOMO energy	-7.59	eV
SMILES string	C=C(C)/C=C/C.O
DFT total energy	-8460.463	eV

The geometry in ORCA input format:
```
! wB97M-V def2-TZVPD RIJCOSX def2/J DEFGRID3
* xyz 0 1
C -1.151 0.868 -1.401
C -1.424 0.498 -0.135
C -2.331 1.343 0.719
C -0.564 -0.396 0.697
C 0.785 -0.248 0.541
C 1.776 -0.121 1.607
H -1.185 1.894 -1.794
H -1.179 0.076 -2.199
H -2.891 0.790 1.489
H -2.896 2.077 0.094
H -1.630 1.949 1.288
H -0.973 -0.718 1.628
H 1.134 0.004 -0.517
H 2.635 -0.741 1.262
H 1.801 1.007 1.622
H 1.239 -0.347 2.527
O 2.506 -2.294 -2.398
H 2.049 -2.837 -1.813
H 2.298 -2.804 -3.217
*
```